1.
DFT (wB97M-V/def2-TZVPD) results for a 10-piece molecular cluster, C40H52N8O6 overall in a non-equilibrium geometry.

Last column: Löwdin charge in e.
Atoms and positions in Å:
C1 1.46931 -17.83198 21.69572  -0.01
C2 1.56093 -18.85174 22.88642  -0.24
C3 0.18185 -19.23817 23.53362  -0.09
O1 0.15582 -20.59504 23.33792  0.09
C4 1.24752 -21.06873 22.67076  -0.50
O2 1.40711 -22.22998 22.37727  0.17
O3 2.08466 -20.07679 22.36889  0.00
H1 2.45580 -17.60901 21.28923  0.05
H2 1.06150 -16.88865 22.05889  0.10
H3 0.83503 -18.12560 20.85932  0.06
H4 2.26498 -18.50702 23.64377  0.12
H5 -0.59052 -18.73744 22.94983  0.13
H6 0.09252 -18.83075 24.54066  0.13
C5 9.82823 -24.70489 17.66280  0.00
C6 8.35111 -24.33376 17.31227  -0.29
C7 7.37374 -25.46114 17.55747  -0.08
O4 6.24533 -24.86901 18.14376  0.07
C8 6.53060 -23.64087 18.52999  -0.47
O5 5.80280 -22.88929 19.14195  0.06
O6 7.86788 -23.43826 18.29846  0.03
H7 9.87266 -25.21140 18.62695  0.09
H8 10.40372 -23.77921 17.65676  0.08
H9 10.24443 -25.28032 16.83590  0.09
H10 8.32535 -23.91323 16.30699  0.16
H11 7.71259 -26.22993 18.25190  0.15
H12 7.15082 -25.92326 16.59577  0.15
C9 6.44215 -21.68453 23.77798  -0.14
C10 6.79457 -21.61738 22.46515  -0.11
C11 7.72424 -20.59183 22.30419  -0.17
N1 7.92169 -20.04570 23.52869  0.06
C12 7.15445 -20.73235 24.45153  -0.12
H13 5.71906 -22.33517 24.24724  0.12
H14 6.54045 -22.22444 21.60882  0.11
H15 8.25054 -20.18192 21.45485  0.03
H16 8.53403 -19.28871 23.79719  0.16
H17 7.19670 -20.51064 25.50768  0.11
C13 1.66693 -19.32328 16.08430  -0.09
C14 0.94400 -20.18992 15.22530  -0.11
C15 0.22938 -21.12212 16.01532  -0.12
N2 0.62900 -20.93351 17.30650  -0.06
C16 1.48008 -19.84927 17.32615  -0.17
H18 2.23526 -18.44718 15.80887  0.10
H19 0.99365 -20.10215 14.15002  0.08
H20 -0.44276 -21.92205 15.74193  0.12
H21 0.28958 -21.46019 18.09864  -0.01
H22 1.85111 -19.53075 18.28911  0.09
C17 5.48069 -18.19657 16.48441  -0.13
C18 6.21240 -17.55415 17.48885  -0.09
C19 5.87357 -18.16519 18.67758  -0.18
N3 4.95522 -19.12049 18.40240  0.01
C20 4.72806 -19.20994 17.03319  -0.09
H23 5.54809 -18.03534 15.41864  0.08
H24 6.86305 -16.70112 17.36476  0.09
H25 6.20549 -17.96799 19.68621  0.05
H26 4.54427 -19.68750 19.13022  0.03
H27 4.00840 -19.86971 16.57146  0.09
C21 7.50591 -19.84980 19.75116  -0.16
C22 8.21359 -18.86685 20.39990  -0.19
C23 9.54299 -19.31957 20.46638  -0.10
N4 9.59770 -20.58464 19.94396  0.05
C24 8.36910 -20.82205 19.37453  -0.05
H28 6.46439 -19.73965 19.48751  0.08
H29 7.84604 -17.89521 20.69525  0.12
H30 10.47231 -18.90251 20.82531  0.12
H31 10.32268 -21.26759 20.11156  0.16
H32 8.27546 -21.76819 18.86223  0.10
C25 5.49902 -17.43355 21.58202  -0.07
C26 4.28158 -17.47327 22.20251  -0.10
C27 4.16378 -18.67730 22.89120  -0.15
N5 5.36520 -19.30284 22.75256  0.06
C28 6.16777 -18.60303 21.91110  -0.14
H33 5.97055 -16.64634 21.01250  0.12
H34 3.66990 -16.60342 22.01379  0.12
H35 3.39871 -19.24640 23.39834  0.11
H36 5.57896 -20.20243 23.15893  0.09
H37 7.16771 -18.90095 21.63224  0.04
C29 1.71626 -23.09281 17.81970  -0.13
C30 2.55511 -23.86250 18.61115  -0.06
C31 3.82841 -23.75771 18.05865  -0.16
N6 3.79313 -23.00707 16.95972  0.06
C32 2.51762 -22.57492 16.77993  -0.09
H38 0.67189 -22.86931 17.98017  0.06
H39 2.25796 -24.32181 19.54236  0.10
H40 4.79370 -24.06107 18.43625  0.08
H41 4.58662 -22.69898 16.41607  0.17
H42 2.23065 -21.87658 16.00769  0.09
C33 3.01241 -20.89798 19.24579  -0.14
C34 4.33111 -21.36781 19.27905  -0.04
C35 4.94969 -20.72407 20.34760  -0.09
N7 4.01861 -19.80917 20.78351  0.06
C36 2.88638 -19.88043 20.06838  -0.22
H43 2.28069 -21.20012 18.51115  0.09
H44 4.74034 -22.10265 18.60161  0.05
H45 5.95016 -20.76768 20.75201  0.07
H46 4.23168 -19.13580 21.50550  0.02
H47 2.11279 -19.13923 20.20471  0.09
C37 -0.56962 -22.14229 19.15305  -0.17
C38 -0.92596 -20.80100 19.22718  -0.04
C39 0.25968 -20.15902 19.69916  -0.11
N8 1.14511 -21.12433 20.06443  -0.04
C40 0.64088 -22.33697 19.81780  -0.13
H48 -1.13076 -22.98832 18.78459  0.13
H49 -1.81109 -20.29788 18.86689  0.11
H50 0.50775 -19.11557 19.82593  0.09
H51 1.98887 -20.92341 20.58192  0.07
H52 1.21987 -23.20502 20.09647  0.11

Computed properties:
HOMO energy   -6.60 eV
LUMO level   0.25 eV
Maximum force   8.05 eV/A
SMILES string   C[C@H]1COC(=O)O1.C[C@H]1COC(=O)O1.c1cc[nH]c1.c1cc[nH]c1.c1cc[nH]c1.c1cc[nH]c1.c1cc[nH]c1.c1cc[nH]c1.c1cc[nH]c1.c1cc[nH]c1
Orbital gap   6.850 eV
Energy   -66504.21543 eV

2.
DFT (wB97M-V/def2-TZVPD) results for C40H52N8ORuSeSi as an isolated structure.

Last column: Löwdin spin population.
Atoms and positions in Å:
Ru1 0.40844 -0.19838 -0.04737  2.36
C1 1.28424 -3.44613 0.09481  0.01
N1 0.28764 -3.36489 1.14934  0.02
C2 0.67093 -4.04055 2.38032  0.00
C3 -0.93440 -2.80864 0.96599  0.02
N2 -1.05579 -1.69038 0.23248  0.09
C4 -2.26206 -1.53288 -0.51464  0.00
C5 -2.77407 -2.61455 -1.18714  0.02
C6 -4.09496 -2.61334 -1.67271  0.00
C7 -4.90587 -1.55302 -1.39876  0.02
C8 -4.38809 -0.38891 -0.77614  0.00
C9 -5.25401 0.68920 -0.46499  0.01
C10 -4.76131 1.82428 0.10485  0.00
C11 -3.37086 1.98274 0.24080  0.01
C12 -2.49242 0.98904 -0.11507  0.00
N3 -1.10488 1.32332 -0.21973  0.08
C13 -0.81893 2.46062 -0.87161  0.02
N4 -1.60614 3.05439 -1.78791  0.01
C14 -2.60013 2.36724 -2.59748  0.00
C15 -1.66252 4.50778 -1.92753  0.00
N5 0.32792 3.12999 -0.55910  0.02
C16 0.99215 2.91131 0.70736  0.01
C17 1.18873 3.69218 -1.59456  0.00
C18 -3.00260 -0.30532 -0.46439  0.00
N6 -1.97511 -3.42164 1.55992  0.01
C19 -2.04429 -4.87562 1.67287  0.00
C20 -3.19907 -2.73744 1.95120  0.00
H1 1.56521 -4.49253 -0.04805  0.00
H2 2.18743 -2.89184 0.35689  0.00
H3 0.87704 -3.07175 -0.84064  0.00
H4 1.59849 -3.59534 2.75018  0.00
H5 0.84712 -5.10528 2.21420  0.00
H6 -0.09988 -3.92319 3.13466  0.00
H7 -2.17429 -3.51269 -1.27930  0.00
H8 -4.47440 -3.48116 -2.19488  0.00
H9 -5.95500 -1.57067 -1.66422  0.00
H10 -6.31104 0.57850 -0.66892  0.00
H11 -5.42191 2.63107 0.39256  0.00
H12 -2.97804 2.93930 0.56609  0.00
H13 -2.43446 1.29694 -2.58093  0.00
H14 -2.50108 2.72088 -3.62258  0.00
H15 -3.60906 2.58041 -2.24252  0.00
H16 -1.06278 4.99091 -1.16309  0.00
H17 -2.70174 4.82360 -1.81561  0.00
H18 -1.31469 4.82267 -2.91289  0.00
H19 0.26706 2.63399 1.46696  0.00
H20 1.48548 3.83677 1.00850  0.00
H21 1.76237 2.13101 0.65103  0.01
H22 0.66515 3.75312 -2.54169  0.00
H23 2.06336 3.05197 -1.73006  0.00
H24 1.52336 4.68965 -1.30560  0.00
H25 -1.25375 -5.34172 1.09140  0.00
H26 -3.00490 -5.20280 1.27206  0.00
H27 -1.97439 -5.20603 2.71024  0.00
H28 -3.03789 -1.66800 2.00218  0.00
H29 -3.48963 -3.09522 2.93981  0.00
H30 -4.00841 -2.94215 1.24782  0.00
C21 0.47601 1.83166 4.28213  0.01
Si1 -0.20784 0.29855 3.45677  0.03
C22 -0.23751 -1.20446 4.58247  0.01
C23 -1.93584 0.71393 2.94792  0.00
N7 0.88179 -0.10017 2.01747  0.43
C24 2.18448 -0.31995 2.32019  0.04
C25 2.70684 -0.42569 3.64511  0.10
C26 4.03998 -0.63815 3.88495  0.00
C27 4.93719 -0.76564 2.82410  0.16
C28 4.48816 -0.68417 1.51105  -0.01
C29 3.15076 -0.46673 1.27830  0.12
O1 2.63073 -0.43947 -0.00497  0.09
C30 3.55829 -0.17594 -1.05897  0.01
C31 4.13221 1.07755 -1.13712  0.00
C32 5.01672 1.33012 -2.17827  0.00
C33 5.30658 0.33698 -3.10402  0.00
C34 4.72376 -0.91766 -2.99073  0.00
C35 3.83981 -1.18712 -1.95380  0.01
H31 -0.06286 1.96306 5.22529  0.00
H32 0.26152 2.71614 3.67931  0.00
H33 1.53981 1.83183 4.51046  0.00
H34 -1.27020 -1.43694 4.84979  0.00
H35 0.30255 -1.03740 5.51590  0.00
H36 0.19281 -2.08857 4.11335  0.00
H37 -2.55497 0.55621 3.83643  0.00
H38 -2.35234 0.11990 2.14349  0.00
H39 -2.03144 1.76182 2.66688  0.00
H40 2.04233 -0.34830 4.48826  0.00
H41 4.39543 -0.71215 4.90327  0.00
H42 5.98689 -0.93901 3.01733  0.01
H43 5.17798 -0.79736 0.68736  0.00
H44 3.91475 1.83464 -0.39465  0.00
H45 5.48544 2.30174 -2.25890  0.00
H46 5.99928 0.53819 -3.90971  0.00
H47 4.95963 -1.69426 -3.70518  0.00
H48 3.38233 -2.15986 -1.84434  0.00
Se1 0.53456 -0.85127 -2.35859  0.20
C36 0.56936 0.54235 -3.66978  0.03
C37 -0.51048 0.72236 -4.51698  0.01
C38 -0.38611 1.64424 -5.55014  0.00
N8 0.71015 2.35933 -5.77210  -0.01
C39 1.75312 2.15161 -4.97323  0.00
C40 1.74001 1.25035 -3.91832  0.00
H49 -1.41847 0.14447 -4.40886  0.00
H50 -1.21384 1.80762 -6.23217  0.00
H51 2.64803 2.72509 -5.18989  0.00
H52 2.62527 1.10973 -3.31128  0.00

Computed properties:
HOMO energy (spin up / spin down)   -12.39 / -12.42 eV
LUMO level (spin up / spin down)   -5.79 / -7.42 eV
Maximum force   0.67 eV/A
Charge   +2
Orbital gap (spin up / spin down)   6.604 / 4.995 eV
Spin multiplicity   5
Energy   -132085.00299 eV
<S²>   6.067

Which energy above the lowest of the compared OMol25 structures with the same formula, charge and spin belongs to each record? In order, 557.68; 0.00 kcal per mole.
Which M belongs to each record? In order, 740.91; 869.03 g mol⁻¹.